1.
The following is a DFT calculation (ωB97M-V with the def2-TZVPD basis set) of a molecular structure, C27H27CrN14O3S2.

Its net charge is -2. For the frontier orbital gap (alpha / beta), the calculation gives 0.2255 / 0.2227 Ha. As for the multiplicity: 4. Its total energy is -3878.22968 a.u. As for the LUMO energy (alpha / beta): 2.4 / 2.3 eV.

Geometry (Å):
Cr -0.0259 -0.4108 -0.0746
S -4.8718 2.1662 5.5081
S 1.3339 -1.2794 -1.7771
O -6.1065 2.7851 5.0386
O -5.0335 0.8111 6.0185
O -4.0640 3.0373 6.3572
N 4.9889 0.0434 -1.5374
N -0.7746 -2.3745 0.0934
N 3.8788 -0.7199 -1.8516
N -3.6760 -0.4855 -2.1396
N -0.6679 -4.4746 0.5132
N -1.9272 -4.2495 0.0877
N 1.5549 0.8820 0.1170
N -3.0577 0.6449 -2.5090
N -3.0333 -2.2809 -0.6923
N 2.6263 0.7562 -0.5569
N -1.7116 -0.3619 -1.1669
N -1.9017 0.7303 -1.9503
N -1.3258 1.7224 0.6530
N 0.0148 -3.3887 0.5148
C -2.8284 -1.0843 -1.3182
C 1.0074 2.0150 2.2418
C 1.9673 4.1624 2.7516
C 6.5937 1.7878 -1.8510
C 6.0724 3.7217 -3.1888
C -1.9531 -2.9579 -0.1733
C 5.3040 1.2688 -2.0548
C -2.6787 3.0592 2.2280
C -3.5167 3.1406 3.3275
C 1.0493 -2.0001 4.1386
C 6.9639 2.9973 -2.4052
C -2.2031 1.8223 1.7993
C 2.5033 3.0625 0.6800
C -3.8632 1.9900 4.0195
C 4.7918 3.2193 -3.3820
C 1.6799 1.9799 1.0164
C 0.7218 -0.9838 5.2398
C 4.4009 2.0168 -2.8216
C 2.6388 4.1378 1.5373
C 1.1491 3.0953 3.0940
C 0.1618 -3.2465 4.2793
C -2.5481 0.6738 2.4979
C 2.5297 -2.3994 4.2023
C -3.3773 0.7606 3.6117
C 0.7885 -1.4012 2.8234
C 2.7346 -0.3213 -1.3746
C 0.5858 -0.9400 1.7219
H 5.7611 -0.5228 -1.2330
H 6.3712 4.6546 -3.6488
H 0.3200 -3.9151 3.4333
H -3.8455 -2.8162 -0.9388
H -1.8594 1.7927 -0.2109
H 2.0783 5.0047 3.4225
H -0.7088 2.5279 0.6487
H 0.9300 -1.4100 6.2248
H 2.7641 -2.8438 5.1737
H -3.8976 4.0922 3.6756
H 7.2998 1.2225 -1.2520
H 3.0279 3.0463 -0.2645
H 1.3209 -0.0794 5.1159
H 3.1654 -1.5253 4.0515
H -3.6475 -0.1110 4.1940
H -0.8899 -2.9569 4.2877
H 0.3839 -3.7810 5.2079
H 7.9620 3.3815 -2.2317
H 2.7513 -3.1232 3.4173
H 0.6216 3.0942 4.0392
H -2.1427 -0.2782 2.1716
H -2.3854 3.9604 1.6989
H -0.3311 -0.7025 5.1995
H 3.4043 1.6278 -2.9855
H 4.0858 3.7725 -3.9896
H 3.2781 4.9657 1.2563
H 0.3792 1.1866 2.5248

---

2.
The following is a DFT calculation (ωB97M-V with the def2-TZVPD basis set) of a molecular structure, C26H21Br2IrN6O6S2.

Its net charge is +1. For the frontier orbital gap (alpha / beta), the calculation gives 0.2645 / 0.2370 Ha. As for the multiplicity: 2. Its total energy is -7832.02209 a.u. As for the LUMO energy (alpha / beta): -3.9 / -4.7 eV.

Geometry (Å):
Ir -0.0457 0.3510 -0.1989
Br -1.2662 -7.5378 1.9920
Br 6.5963 0.8804 -1.0592
S -1.9593 -0.9680 2.8606
S -2.8938 1.7639 3.5533
O 0.5093 0.7426 1.7270
O -1.7055 -2.3325 0.6370
O 0.3279 -1.6370 -0.0015
O 0.8123 5.0513 3.1044
O 1.0108 2.3895 3.1552
O 0.0370 6.5060 1.6006
N 2.0083 0.4588 -0.5612
N -2.0476 0.3606 0.0945
N -0.4592 4.5542 -0.2602
N -2.6269 1.0283 1.1354
N -0.7177 -0.2172 -2.0595
N -0.1866 2.4059 -0.2100
C -0.7261 -4.9088 1.0725
C -2.7704 0.0205 -0.9067
C -0.5180 -2.5376 0.3895
C 0.3016 5.3818 1.9416
C 0.0584 4.2724 0.9756
C 0.2253 2.9257 0.9979
C 1.8010 -5.5162 0.0860
C 4.7443 0.7086 -0.8574
C 0.0499 -3.9199 0.4784
C -2.0587 -0.4003 -2.1032
C 3.8842 1.5032 -1.6044
C -0.5351 -1.0598 -4.2724
C -1.9083 -1.2459 -4.3288
C -0.2212 -6.1923 1.1745
C 2.8447 -0.2991 0.1618
C -2.4684 0.5727 2.3419
C 1.3145 -4.2229 -0.0158
C 2.5285 1.3476 -1.4208
C -2.6813 -0.9123 -3.2293
C 0.0247 -0.5488 -3.1159
C 1.0369 -6.5078 0.6848
C -0.6029 3.4130 -0.9601
C -2.7098 0.8881 5.1155
C 0.6359 1.9840 2.0647
C -1.1461 3.3247 -2.3395
C 4.2169 -0.2050 0.0395
H 4.8550 -0.8317 0.6449
H -2.3704 -1.6524 -5.2179
H 4.2596 2.2310 -2.3084
H -3.3992 0.0503 5.1895
H -0.6960 5.4948 -0.5472
H -2.9732 1.6300 5.8678
H 2.7811 -5.7609 -0.3014
H -3.8503 0.0803 -0.8597
H 1.9064 -3.4465 -0.4806
H -1.2840 2.2804 -2.6070
H -2.1068 3.8344 -2.4087
H 1.0919 -0.4093 -3.0135
H -1.6832 0.5688 5.2799
H 1.4125 -7.5179 0.7706
H -1.7109 -4.6643 1.4438
H -3.7533 -1.0518 -3.2298
H 0.1016 -1.3135 -5.1072
H -0.4676 3.7834 -3.0604
H 2.3817 -0.9882 0.8522
H 0.9706 4.0701 3.1905
H 1.8206 1.9480 -1.9767

---

3.
The following is a DFT calculation (ωB97M-V with the def2-TZVPD basis set) of 2 unconnected molecules or ions with the total composition C8H10N2.

Its net charge is 0. For the frontier orbital gap (alpha / beta), the calculation gives 0.3438 / 0.2779 Ha. Its total energy is -420.10324 a.u. As for the LUMO energy (alpha / beta): 0.5 / -0.1 eV.

Geometry (Å):
N -1.6466 1.8582 0.4284
N -0.9270 1.8443 1.8214
C -1.6604 0.7099 1.2423
C 1.1584 -0.9709 -2.3822
C -2.6213 -0.2138 1.8295
C 0.1771 -0.7671 -1.4255
C 0.4709 -0.4552 -0.1362
C 2.7883 -0.4101 -0.7909
C 1.8250 -0.2736 0.1749
C 2.5132 -0.7743 -2.0465
H 0.7953 -1.2878 -3.3705
H -2.0726 -0.8191 2.6512
H 3.2407 -0.8668 -2.8025
H -3.1588 -0.8254 1.1490
H -3.4361 0.3841 2.3964
H -0.8174 -1.0894 -1.7053
H -0.9345 2.0693 -0.2533
H 3.8189 -0.3701 -0.5406
H 2.0193 -0.0112 1.2331
H -1.5324 2.2689 2.5272

---

Energy above the lowest of the compared OMol25 structures with the same formula, charge and spin readings, ordered: 55.0, 0.0, 142.1 kcal/mol